1.
{
  "formula": "C5H13O2",
  "method": "wB97M-V/def2-TZVPD",
  "e_tot_ha": -348.618338,
  "relative_energy_kj_mol": 244.7,
  "spin_multiplicity": 2,
  "total_charge": 0,
  "gap_ha": [0.4235, 0.3217],
  "homo_energy_ev": [-10.649, -10.305],
  "symbols": ["C", "O", "C", "C", "C", "C", "H", "H", "H", "H", "H", "H", "H", "H", "H", "H", "H", "H", "H", "O"],
  "coordinates": [[-1.5531, 0.6757, -0.7458], [-0.8499, 1.8528, -1.0186], [-0.8919, -0.1768, 0.3567], [0.6494, -0.4689, -0.0905], [1.6499, -0.4268, 1.0761], [0.8660, -1.7890, -0.9144], [-1.6687, 0.0779, -1.6452], [-2.5815, 1.0163, -0.6054], [-0.7716, 0.2034, 1.3494], [-1.4956, -1.2327, 0.5476], [0.8608, 0.2335, -0.8134], [2.6292, -0.4174, 0.6154], [1.6054, -1.2707, 1.7890], [1.4371, 0.5420, 1.5753], [1.0142, -2.6260, -0.2014], [0.0592, -2.1598, -1.4376], [1.7107, -1.8695, -1.6754], [-0.2799, 3.0353, 0.4030], [-1.6267, 2.2365, 0.3977], [-0.7630, 2.5641, 1.0375]],
  "forces_ev_per_a": [[-0.4, 0.1, 0.7], [0.4, -1.0, -1.7], [0.8, -3.9, -0.7], [-1.5, -3.0, 0.5], [-0.9, 1.0, -0.4], [1.9, -0.7, 1.4], [0.6, -0.1, -0.5], [-0.5, -0.6, 0.7], [-0.6, 1.0, 0.3], [1.4, 2.6, -0.9], [0.7, 2.3, -1.0], [0.4, 0.1, 0.2], [-0.3, 0.4, -0.4], [0.6, -0.6, 0.1], [0.3, 0.4, -0.2], [-2.3, -0.2, -1.3], [-0.7, 0.8, 1.2], [1.3, 1.4, -1.3], [3.4, 2.0, 3.1], [-4.6, -1.9, -0.1]],
  "mulliken_spin": [-0.03, 0.82, 0.02, 0.00, 0.00, 0.00, 0.06, 0.02, 0.00, 0.00, 0.00, 0.00, 0.00, 0.00, 0.00, 0.00, 0.00, -0.01, -0.01, 0.15]
}

---

2.
{
  "formula": "C18H63B2NO7",
  "method": "wB97M-V/def2-TZVPD",
  "e_tot_ha": -1354.330153,
  "relative_energy_kj_mol": 646.4,
  "spin_multiplicity": 1,
  "total_charge": 0,
  "gap_ha": 0.3041,
  "homo_energy_ev": -9.226,
  "symbols": ["O", "H", "H", "H", "N", "H", "H", "H", "H", "B", "H", "H", "H", "H", "B", "H", "H", "H", "H", "C", "C", "C", "O", "H", "H", "H", "H", "H", "H", "H", "H", "C", "C", "C", "O", "H", "H", "H", "H", "H", "H", "H", "H", "C", "C", "C", "O", "H", "H", "H", "H", "H", "H", "H", "H", "C", "C", "C", "O", "H", "H", "H", "H", "H", "H", "H", "H", "C", "C", "C", "O", "H", "H", "H", "H", "H", "H", "H", "H", "C", "C", "C", "O", "H", "H", "H", "H", "H", "H", "H", "H"],
  "coordinates": [[0.2001, 0.2454, -0.5075], [1.0344, 0.0649, -0.9468], [-0.3024, 0.8906, -1.0104], [-0.3103, -0.5636, -0.5887], [2.9847, -4.1147, -2.4780], [3.4548, -4.4492, -1.6490], [2.0371, -4.4587, -2.5396], [3.5091, -4.3492, -3.3088], [2.9806, -3.1050, -2.4554], [3.1568, -0.3360, -2.3074], [2.2233, -0.6983, -2.7093], [3.2596, 0.6572, -2.7164], [3.1413, -0.3712, -1.2291], [3.9610, -0.9730, -2.6414], [-1.0927, -3.1895, -0.9694], [-0.5889, -3.3886, -1.9026], [-1.7538, -4.0193, -0.7729], [-0.3632, -3.0188, -0.1928], [-1.6097, -2.2498, -1.0867], [-0.4275, 5.0944, -1.6548], [-1.2533, 4.5457, -2.8278], [-0.8310, 4.9321, -4.2053], [-0.9657, 3.1569, -2.6966], [-0.7181, 4.6554, -0.7003], [-0.6266, 6.1655, -1.6889], [0.6180, 4.8026, -1.7538], [-2.2897, 4.8155, -2.6248], [-0.7553, 6.0170, -4.2786], [-1.5962, 4.6580, -4.9316], [0.1461, 4.5265, -4.4676], [-1.6358, 2.6902, -3.2013], [7.3190, 1.5802, -0.4956], [6.4302, 2.0148, 0.6348], [6.9742, 3.2845, 1.3354], [5.2195, 2.4432, 0.1258], [8.2468, 1.1954, -0.0722], [7.5174, 2.4778, -1.0815], [6.8548, 0.8576, -1.1668], [6.1972, 1.2156, 1.3385], [7.2069, 4.1102, 0.6630], [7.8768, 3.0854, 1.9131], [6.1964, 3.5954, 2.0328], [4.9527, 1.8254, -0.5589], [-3.3999, -2.8347, 5.1867], [-2.7084, -3.4100, 3.9989], [-3.0946, -4.8526, 3.5743], [-2.9149, -2.6755, 2.8736], [-3.0051, -1.8368, 5.3780], [-3.1582, -3.4309, 6.0665], [-4.4791, -2.7265, 5.0786], [-1.6395, -3.3733, 4.2092], [-4.1498, -4.9013, 3.3057], [-2.9122, -5.4671, 4.4559], [-2.4904, -5.1573, 2.7197], [-2.4972, -3.0554, 2.0972], [-4.8401, 3.5961, 3.8602], [-3.5923, 3.0727, 3.1373], [-3.8970, 2.5816, 1.7575], [-2.6385, 4.0277, 3.1011], [-5.6591, 2.8768, 3.8659], [-5.2779, 4.4642, 3.3674], [-4.6528, 3.8471, 4.9043], [-3.1863, 2.2722, 3.7557], [-4.1785, 3.3883, 1.0806], [-4.7374, 1.9033, 1.9049], [-3.0655, 2.0803, 1.2622], [-1.7934, 3.6796, 2.8074], [0.9342, 1.6333, 4.9311], [2.0038, 1.6123, 3.8557], [2.3423, 0.1385, 3.5260], [1.5433, 2.3637, 2.7553], [1.3168, 1.3222, 5.9032], [0.1147, 0.9550, 4.6935], [0.5165, 2.6366, 5.0148], [2.8939, 2.1545, 4.1747], [3.0321, -0.0135, 2.6958], [1.4064, -0.3271, 3.2172], [2.7552, -0.4537, 4.3427], [2.3320, 2.4008, 2.2093], [-3.6674, -4.1328, -6.7451], [-3.1006, -4.4618, -5.3484], [-1.9075, -5.4242, -5.4317], [-2.7924, -3.2567, -4.7733], [-3.7829, -4.9924, -7.4052], [-3.0608, -3.4052, -7.2842], [-4.6989, -3.7897, -6.8264], [-3.8395, -4.9489, -4.7121], [-0.9911, -4.8593, -5.6026], [-1.9933, -6.2541, -6.1331], [-1.6792, -5.8504, -4.4548], [-2.2880, -3.4339, -3.9760]],
  "forces_ev_per_a": [[-0.6, 0.4, 0.7], [2.1, -0.2, -1.0], [-0.2, 1.1, -0.5], [-1.0, -2.0, 0.2], [0.3, 0.1, -0.2], [0.1, -0.2, 0.3], [-0.7, -0.1, 0.1], [0.2, -0.4, -0.3], [-0.3, 1.4, 0.2], [-0.3, 0.1, 0.2], [-4.1, -1.8, -1.6], [0.7, 3.8, -1.3], [-0.2, 0.1, 4.6], [3.3, -2.7, -1.4], [0.2, 0.0, 0.2], [2.3, -0.8, -4.0], [-2.6, -2.9, 1.0], [3.1, 0.4, 3.3], [-2.5, 4.0, -0.6], [-0.4, 0.5, -0.8], [1.5, -0.6, 1.6], [0.0, 1.3, -0.4], [-1.1, -1.3, 0.1], [-0.5, 0.2, -0.1], [0.7, 0.2, 0.6], [0.1, 0.5, -0.3], [-0.3, -0.4, -0.1], [0.0, 0.2, 0.0], [0.1, -0.3, -0.1], [-0.1, -0.2, 0.1], [0.0, -0.4, -0.2], [0.5, 0.1, 0.1], [0.7, 1.1, 0.3], [0.0, -1.0, 0.7], [-1.8, 0.5, -0.8], [0.1, -0.1, -0.3], [0.2, -0.1, -0.1], [0.0, -0.2, 0.2], [0.6, -0.2, 0.4], [-0.3, -0.2, -0.3], [0.1, -0.1, 0.1], [0.1, 0.2, 0.0], [-0.4, -0.1, -0.2], [-0.2, 0.4, 0.4], [0.6, -2.3, -0.7], [0.2, 0.5, 1.6], [-0.9, 2.9, -1.7], [0.0, 0.1, 0.0], [-0.2, -0.1, 0.0], [0.0, -0.3, -0.1], [0.4, -0.4, 0.4], [0.0, 0.1, 0.0], [0.0, -0.6, -0.3], [0.1, -0.1, 0.1], [0.1, -0.2, 0.0], [-0.3, 0.1, -0.1], [-1.1, -1.3, 0.7], [-0.8, -0.5, -0.3], [1.9, 2.9, 0.2], [0.2, -0.4, -0.1], [0.3, 0.2, -0.1], [0.3, 0.1, -0.1], [-0.3, -0.7, 0.0], [-0.2, 0.2, 0.2], [0.0, -0.3, -0.7], [0.1, -0.3, 0.3], [0.0, -0.1, 0.0], [-0.1, 0.3, 0.1], [0.4, -0.8, 1.0], [-0.3, 0.2, -0.6], [-0.2, -0.4, -0.7], [0.1, 0.1, 0.0], [0.0, 0.0, -0.2], [0.1, 0.0, 0.1], [0.2, -0.3, 0.6], [0.1, 0.4, -0.1], [-0.1, -0.2, 0.0], [-0.1, 0.4, 0.3], [-0.1, 0.4, -0.6], [-0.5, -0.5, -0.6], [-0.8, -1.4, -1.6], [0.7, 0.3, 0.6], [0.8, 1.3, 0.6], [0.7, -0.5, 0.2], [0.2, 0.0, 0.3], [0.0, 0.6, 0.9], [-0.5, -0.3, -0.2], [0.0, 0.2, -0.7], [-0.2, 0.2, -0.1], [-0.4, -0.2, 0.3], [0.1, 0.3, 0.5]],
  "mulliken_charge": [-0.31, 0.23, 0.41, 0.32, -0.39, 0.38, 0.34, 0.40, 0.10, 0.73, -0.33, -0.28, -0.50, -0.27, 0.83, -0.48, -0.27, -0.37, -0.46, -1.27, 0.49, -1.24, -0.48, 0.27, 0.39, 0.30, 0.24, 0.36, 0.37, 0.29, 0.29, -1.28, 0.60, -1.35, -0.53, 0.34, 0.32, 0.39, 0.20, 0.33, 0.39, 0.31, 0.25, -1.33, 0.70, -1.27, -0.53, 0.29, 0.37, 0.34, 0.14, 0.31, 0.34, 0.39, 0.24, -1.45, 0.77, -1.19, -0.57, 0.39, 0.36, 0.33, 0.13, 0.33, 0.37, 0.23, 0.30, -1.35, 0.57, -1.16, -0.50, 0.38, 0.27, 0.35, 0.24, 0.29, 0.27, 0.35, 0.27, -1.40, 0.70, -1.31, -0.54, 0.37, 0.33, 0.35, 0.17, 0.31, 0.35, 0.37, 0.24]
}

---

3.
{
  "formula": "C55H60N3O4Si",
  "method": "wB97M-V/def2-TZVPD",
  "e_tot_ha": -2886.192076,
  "spin_multiplicity": 1,
  "total_charge": 1,
  "gap_ha": 0.1666,
  "homo_energy_ev": -8.672,
  "symbols": ["C", "O", "C", "C", "C", "C", "C", "C", "O", "N", "C", "C", "C", "C", "N", "C", "C", "C", "C", "C", "C", "C", "C", "C", "C", "C", "O", "C", "C", "O", "C", "H", "H", "H", "H", "H", "H", "H", "H", "H", "H", "H", "H", "H", "H", "H", "H", "H", "H", "H", "H", "H", "H", "H", "H", "H", "H", "H", "H", "H", "H", "H", "C", "C", "C", "C", "Si", "C", "C", "C", "C", "C", "C", "C", "C", "C", "C", "C", "C", "C", "C", "C", "C", "N", "C", "C", "C", "C", "C", "C", "C", "C", "C", "C", "H", "H", "H", "H", "H", "H", "H", "H", "H", "H", "H", "H", "H", "H", "H", "H", "H", "H", "H", "H", "H", "H", "H", "H", "H", "H", "H", "H", "H"],
  "coordinates": [[-5.0511, 6.8922, 1.9743], [-4.2137, 6.2362, 2.9461], [-3.3556, 5.2792, 2.4961], [-3.2364, 4.8344, 1.1766], [-2.2039, 3.9763, 0.8161], [-2.0415, 3.4900, -0.5955], [-0.7282, 3.9762, -1.2211], [-0.7474, 5.4210, -1.7214], [-1.2414, 6.3999, -1.1631], [-0.0762, 5.4300, -2.9159], [0.1468, 6.6813, -3.6077], [0.0980, 4.1172, -3.5398], [-0.8187, 4.0139, -4.7685], [1.5610, 3.9010, -3.9652], [-0.3379, 3.2412, -2.4239], [-0.1391, 1.9147, -2.3441], [0.0153, 1.0928, -3.4601], [0.9509, 0.0521, -3.5077], [1.6258, -0.2832, -4.7348], [2.6422, -1.2729, -4.7565], [3.4467, -1.4401, -5.8834], [3.2941, -0.5923, -6.9926], [2.2255, 0.3110, -7.0340], [1.3706, 0.4362, -5.9393], [-1.2759, 3.5464, 1.7590], [-1.3337, 4.0348, 3.0677], [-0.3312, 3.9506, 3.9791], [0.9972, 3.6011, 3.5328], [-2.4610, 4.7856, 3.4761], [-2.5845, 5.1949, 4.7717], [-1.9854, 6.4622, 5.1771], [-5.5965, 7.6497, 2.5329], [-4.4357, 7.3522, 1.1899], [-5.7502, 6.1758, 1.5281], [-3.9260, 5.2047, 0.4137], [-2.0632, 2.3890, -0.6068], [-2.8715, 3.8641, -1.2102], [0.0818, 3.9092, -0.4660], [0.2643, 7.4770, -2.8582], [1.0522, 6.6123, -4.2188], [-0.6971, 6.9356, -4.2695], [-1.8656, 4.1567, -4.4758], [-0.5499, 4.7962, -5.4932], [-0.7173, 3.0445, -5.2681], [2.1988, 3.7587, -3.0853], [1.6431, 3.0003, -4.5872], [1.9242, 4.7592, -4.5457], [-0.1127, 1.5012, -1.3251], [-0.6895, 1.2297, -4.2990], [1.4030, -0.3279, -2.5855], [2.7899, -1.8936, -3.8684], [4.2147, -2.2220, -5.8981], [3.9904, -0.6524, -7.8365], [2.0587, 0.9214, -7.9266], [0.5123, 1.1063, -6.0030], [-0.4635, 2.8897, 1.4321], [1.5912, 3.5979, 4.4481], [1.0289, 2.6052, 3.0570], [1.3835, 4.3599, 2.8319], [-2.2318, 6.5265, 6.2359], [-0.9018, 6.4213, 5.0342], [-2.4160, 7.2992, 4.6152], [1.6248, -7.1424, 0.1212], [2.0934, -5.9004, -0.3207], [1.8410, -4.7487, 0.4351], [1.0974, -4.7996, 1.6241], [0.9299, -3.2048, 2.5875], [0.5309, -3.6972, 4.3677], [1.4222, -3.4190, 5.4173], [1.1992, -3.9351, 6.7028], [0.0507, -4.6832, 6.9769], [-0.8628, -4.9321, 5.9503], [-0.6270, -4.4431, 4.6573], [2.6579, -2.4427, 2.6089], [3.7859, -3.2405, 2.3534], [5.0814, -2.7111, 2.4280], [5.2705, -1.3589, 2.7329], [4.1564, -0.5500, 2.9797], [2.8642, -1.0911, 2.9586], [-0.3658, -1.9592, 1.8204], [-1.7225, -1.9424, 2.5625], [-2.6628, -2.7405, 1.6684], [-2.1501, -2.4925, 0.2452], [-0.7390, -2.1642, 0.4094], [0.0424, -1.8434, -0.6432], [-0.4063, -1.9120, -1.9682], [-0.8948, -3.1169, -2.6017], [-2.0176, -3.0353, -3.4600], [-2.6554, -4.1927, -3.9043], [-2.1600, -5.4503, -3.5347], [-1.0046, -5.5528, -2.7397], [-0.3686, -4.3987, -2.2969], [0.6349, -6.0559, 2.0553], [0.9102, -7.2154, 1.3171], [1.8264, -8.0383, -0.4651], [2.6590, -5.8261, -1.2466], [2.2804, -3.8010, 0.1115], [2.3092, -2.8134, 5.2286], [1.9280, -3.7544, 7.4909], [-0.1303, -5.0740, 7.9810], [-1.7608, -5.5199, 6.1412], [-1.3443, -4.6797, 3.8651], [3.6616, -4.2972, 2.1000], [5.9388, -3.3578, 2.2438], [6.2804, -0.9448, 2.7848], [4.2936, 0.5100, 3.2026], [2.0122, -0.4604, 3.2271], [0.1456, -0.9904, 1.9469], [-1.6430, -2.3432, 3.5706], [-2.0544, -0.8972, 2.6272], [-2.6232, -3.8165, 1.8899], [-3.7110, -2.4282, 1.7652], [-2.3000, -3.3474, -0.4340], [-2.7049, -1.6446, -0.1941], [1.0400, -1.4658, -0.3875], [-0.6656, -0.9738, -2.4629], [-2.4057, -2.0436, -3.7027], [-3.5495, -4.1038, -4.5241], [-2.6707, -6.3481, -3.8790], [-0.5939, -6.5352, -2.4785], [0.5204, -4.4426, -1.6693], [0.0818, -6.1367, 2.9894], [0.5639, -8.1855, 1.6774]],
  "forces_ev_per_a": [[0.4, -0.4, 0.2], [-0.2, -0.3, -0.6], [0.5, -0.3, 0.6], [-0.3, 0.3, -0.3], [-0.2, -0.1, 0.5], [-0.3, 0.2, -0.4], [0.3, 0.4, 0.5], [-0.4, 1.1, 0.3], [0.9, -1.6, -0.7], [-0.3, 0.0, 0.7], [-0.1, 0.2, -0.4], [-0.2, 0.6, -0.8], [-0.2, 0.0, 0.0], [-0.1, -0.5, 0.3], [0.3, -1.7, 0.3], [-0.2, 1.1, 0.1], [-0.3, -0.9, -0.5], [-0.2, 0.9, 0.6], [0.2, -0.7, -1.2], [-0.2, 0.4, -0.1], [0.1, 0.1, 0.0], [-0.2, -0.2, 0.2], [-0.2, 0.0, 0.2], [0.4, -0.3, 0.2], [0.4, 0.1, 0.1], [-0.5, 0.5, -0.1], [0.5, -0.6, -0.1], [-0.7, 0.1, 0.0], [0.5, 0.8, -0.4], [0.2, 0.3, 0.1], [-0.3, -0.8, -0.5], [0.0, -0.1, -0.1], [-0.2, 0.0, 0.2], [0.1, 0.1, 0.1], [0.3, -0.1, 0.2], [0.0, 0.3, -0.1], [0.1, -0.2, 0.1], [-0.3, 0.0, -0.3], [-0.1, -0.3, -0.3], [-0.1, 0.1, 0.2], [0.2, 0.0, 0.2], [0.2, 0.0, -0.1], [-0.1, -0.2, 0.2], [0.0, 0.3, 0.1], [-0.1, 0.2, -0.1], [0.0, 0.2, 0.1], [-0.2, -0.3, 0.2], [0.3, 0.2, -0.3], [1.1, 0.5, 0.2], [0.0, 0.4, -0.3], [0.0, 0.2, -0.3], [-0.3, 0.4, 0.1], [-0.3, -0.1, 0.4], [0.1, -0.2, 0.4], [0.4, -0.1, 0.0], [-0.2, 0.3, 0.3], [0.0, 0.0, -0.2], [0.0, 0.3, 0.2], [-0.2, -0.2, 0.2], [0.1, 0.2, -0.1], [-0.1, 0.0, 0.0], [0.0, -0.2, 0.1], [0.0, 0.4, 0.0], [-0.1, 0.0, 0.4], [0.0, -0.5, -0.2], [0.0, -0.3, -0.4], [0.2, -0.4, 0.4], [-0.3, 0.3, 0.1], [-0.2, -0.3, 0.2], [-0.2, 0.1, -0.2], [0.2, 0.1, -0.3], [0.0, 0.1, -0.3], [0.2, -0.1, 0.5], [0.0, 0.4, 0.0], [0.3, 0.2, 0.1], [-0.3, 0.2, 0.1], [-0.3, -0.2, -0.1], [-0.1, 0.0, 0.1], [0.4, -0.3, -0.3], [0.5, -0.5, 0.7], [0.2, 0.5, -0.3], [-0.2, -0.4, -0.2], [-0.7, -0.3, 0.0], [1.3, 0.1, -0.9], [-1.0, 0.0, 1.2], [0.1, 0.0, -0.9], [-1.3, -0.4, 0.3], [0.2, -0.4, 0.2], [0.4, 0.2, 0.1], [0.2, 0.0, 0.1], [-0.3, 0.1, -0.4], [-0.3, 0.6, 0.1], [0.2, -0.1, -0.3], [-0.1, 0.2, 0.0], [0.0, 0.2, 0.2], [-0.1, 0.0, 0.1], [-0.2, -0.2, 0.0], [-0.2, -0.2, 0.1], [-0.2, 0.0, -0.1], [0.1, 0.1, -0.3], [0.2, 0.2, 0.0], [0.2, 0.1, 0.3], [0.1, 0.4, 0.1], [-0.2, 0.2, 0.1], [-0.4, -0.1, 0.0], [0.0, -0.3, 0.0], [0.2, -0.1, -0.1], [-0.2, -0.1, -0.3], [-0.1, 0.1, 0.0], [-0.1, -0.2, 0.1], [0.1, 0.2, 0.0], [0.3, -0.1, 0.0], [0.2, 0.2, 0.3], [0.5, 0.0, -0.1], [-0.4, 0.7, 0.3], [0.7, -0.4, 0.1], [0.0, -0.3, 0.0], [0.3, -0.1, 0.2], [0.1, 0.2, 0.1], [-0.2, 0.4, -0.1], [-0.3, -0.1, -0.2], [0.2, -0.1, -0.2], [0.1, 0.3, -0.1]],
  "mulliken_charge": [-0.86, -0.43, 0.62, -0.72, 0.01, -1.07, 0.36, 0.27, -0.70, 0.28, -0.89, 0.28, -1.46, -1.46, 0.30, -0.70, -0.05, -0.55, 0.22, -0.43, -0.71, -0.43, -0.76, -0.17, -0.40, 0.92, -0.42, -0.58, 0.66, -0.54, -0.55, 0.24, 0.37, 0.32, 0.34, 0.41, 0.33, 0.14, 0.32, 0.30, 0.35, 0.40, 0.44, 0.29, 0.35, 0.27, 0.46, 0.86, 0.77, 0.53, 0.41, 0.39, 0.38, 0.40, 0.35, 0.00, 0.27, 0.09, 0.34, 0.28, 0.20, 0.21, -0.69, -0.65, -0.29, 1.04, -0.11, 0.86, -0.65, -0.70, -0.61, -0.85, -0.38, 0.53, -0.09, -0.81, -0.49, -0.77, -0.41, 0.12, -0.82, -0.72, -0.38, 0.96, -0.33, -1.24, 0.43, -0.57, -0.75, -0.52, -0.44, 0.24, -0.63, -0.68, 0.42, 0.42, 0.53, 0.37, 0.41, 0.38, 0.41, 0.31, 0.43, 0.41, 0.39, 0.41, 0.51, 0.23, 0.41, 0.38, 0.19, 0.50, 0.20, 0.32, 0.41, 0.16, 0.36, 0.39, 0.39, 0.45, 0.00, 0.31, 0.42]
}